(1)
{
  "formula": "C22H23NO4",
  "method": "ωB97M-V with the def2-TZVPD basis set",
  "charge": 0,
  "fmax_ev_per_a": 0.92,
  "e_above_lowest_ev": 1.0849,
  "smiles": "Cc1cc(C)cc(OC(=O)CCN2C(=O)[C@@H]3[C@H]4C=C[C@H]([C@@H]5C[C@H]45)[C@@H]3C2=O)c1",
  "e_tot_ev": -32868.158,
  "gap_ev": 9.7,
  "homo_energy_ha": -0.330,
  "elements": ["H", "H", "H", "H", "C", "C", "H", "C", "O", "H", "H", "H", "C", "N", "H", "C", "H", "H", "C", "H", "H", "C", "H", "C", "C", "C", "C", "O", "H", "C", "C", "C", "O", "C", "C", "H", "C", "H", "C", "C", "H", "H", "C", "C", "H", "H", "H", "H", "C", "O"],
  "coordinates": [[7.11, -1.82, 2.14], [-5.20, -1.03, 3.06], [7.86, 1.87, -1.13], [0.43, 0.60, -1.89], [6.07, -1.97, 1.84], [6.45, 0.16, 0.56], [-3.42, 0.46, 2.11], [-3.72, 1.18, -0.68], [2.54, 0.25, -0.79], [5.46, -2.02, 2.74], [3.61, -1.65, 0.80], [-3.86, 2.00, -1.39], [4.29, -0.86, 0.50], [-1.80, -0.15, -0.58], [6.49, 2.97, -1.35], [4.71, 1.18, -0.71], [-4.46, 2.40, 0.98], [0.07, -1.10, -2.33], [-4.32, 0.30, 1.53], [-3.94, -1.88, 1.07], [-7.26, -0.22, -0.91], [-6.05, 1.25, 0.04], [-5.40, -1.85, -0.94], [-2.27, 1.11, -0.26], [-6.31, 0.07, -0.49], [-4.03, -0.19, -1.30], [-4.65, 1.42, 0.55], [2.29, -1.95, -1.25], [7.48, 0.16, 0.91], [6.97, 2.28, -0.66], [-5.16, -0.89, -0.49], [-4.62, -1.04, 0.93], [-1.61, 1.97, 0.26], [3.85, 0.16, -0.33], [0.44, -0.43, -1.55], [-6.76, 2.06, 0.12], [1.86, -0.83, -1.19], [-6.43, -0.27, 1.98], [-5.40, -0.56, 2.11], [-2.73, -0.97, -1.19], [5.99, -2.93, 1.33], [4.34, 1.96, -1.36], [-0.44, -0.57, -0.30], [6.02, 1.19, -0.27], [-4.33, -0.13, -2.34], [7.28, 2.84, 0.22], [-0.47, -1.61, 0.02], [-0.06, 0.07, 0.50], [5.60, -0.86, 0.95], [-2.51, -2.09, -1.55]],
  "lowdin_charge": [0.073, 0.105, 0.082, 0.130, -0.046, -0.014, 0.147, -0.110, 0.080, 0.083, 0.125, 0.165, 0.028, 0.058, 0.074, 0.033, 0.150, 0.130, -0.180, 0.147, 0.113, -0.044, 0.151, -0.389, -0.044, -0.109, -0.192, 0.136, 0.118, -0.049, -0.192, -0.180, 0.125, -0.205, -0.043, 0.113, -0.480, 0.102, -0.047, -0.390, 0.085, 0.123, -0.093, -0.267, 0.165, 0.083, 0.142, 0.137, -0.259, 0.129]
}

---

(2)
{
  "formula": "C34H44GeN4SeTeW",
  "method": "ωB97M-V with the def2-TZVPD basis set",
  "charge": 2,
  "fmax_ev_per_a": 4.64,
  "e_above_lowest_ev": 2.5654,
  "e_tot_ev": -172897.560,
  "gap_ev": 6.4,
  "homo_energy_ha": -0.484,
  "elements": ["H", "H", "C", "C", "H", "C", "Te", "Se", "H", "H", "H", "H", "H", "C", "C", "C", "C", "H", "H", "C", "N", "H", "H", "C", "C", "C", "C", "H", "C", "C", "H", "W", "H", "Ge", "C", "H", "H", "H", "C", "C", "C", "H", "C", "H", "C", "N", "H", "H", "C", "H", "C", "H", "C", "H", "H", "C", "C", "C", "H", "C", "H", "C", "H", "H", "H", "C", "H", "H", "C", "C", "H", "C", "C", "H", "C", "H", "H", "N", "H", "H", "H", "N", "H", "H", "H", "H"],
  "coordinates": [[-2.32, 0.12, -2.61], [-3.10, 4.19, 2.74], [0.41, -2.07, -4.91], [-3.50, -4.66, 0.02], [2.94, 1.70, -1.75], [2.57, -2.82, -0.95], [1.20, 0.98, 1.35], [-0.68, -2.51, -0.14], [-1.84, 5.32, -0.50], [0.57, 3.70, 2.38], [2.75, 0.54, -2.90], [-2.57, -7.75, -1.48], [0.69, 2.26, -2.00], [3.93, 4.95, 0.19], [-1.31, -0.20, -2.34], [2.40, 2.70, 0.79], [1.91, 3.67, -0.09], [1.32, 2.17, -3.52], [0.21, -4.19, -1.73], [1.27, -2.02, -3.81], [-0.79, 0.09, -1.16], [-1.25, 1.52, 2.30], [0.56, 3.00, 4.57], [-3.16, 3.92, 4.86], [4.41, 3.99, 1.08], [-0.75, -1.39, -4.55], [-1.51, 4.49, 0.10], [4.52, 5.82, -0.04], [2.68, 4.78, -0.38], [-1.41, 2.06, 0.26], [-1.49, -7.47, -0.12], [1.14, -0.78, -0.85], [-2.48, -3.52, -3.14], [-2.11, -5.25, -1.26], [-0.49, 3.25, 4.66], [-3.53, -3.58, 0.12], [-1.63, -1.23, -5.15], [0.27, -4.84, -0.09], [-0.73, -2.94, 1.77], [-1.20, 3.60, 3.52], [-0.71, 2.14, 1.57], [-1.58, -3.60, 1.95], [-1.74, 0.67, -0.20], [-2.27, 3.08, -1.37], [2.48, -2.96, 0.47], [2.27, 1.00, -2.12], [-0.87, -2.01, 2.32], [5.37, 4.13, 1.55], [-0.35, -4.30, -0.80], [-0.87, -7.44, -1.78], [2.88, -1.77, 1.04], [4.00, 2.16, 2.11], [-0.55, -0.95, -3.23], [-4.20, 4.19, 4.94], [2.29, 5.53, -1.06], [-2.45, 3.58, 6.00], [-1.76, 3.16, -0.42], [-2.50, -4.61, -3.09], [-4.47, -4.99, -0.36], [-0.50, 3.54, 2.18], [2.49, -3.65, -1.63], [3.22, -1.60, -1.24], [3.77, -1.38, -2.15], [2.25, -2.44, -3.75], [0.61, -2.55, -5.84], [3.64, 2.88, 1.39], [0.20, -3.43, 2.08], [-3.48, -4.95, -3.40], [-1.71, -7.18, -1.15], [-2.54, 3.93, 3.62], [-0.55, 2.97, 6.78], [3.33, -0.89, -0.01], [-0.95, 4.66, 1.29], [2.17, -3.85, 0.99], [-1.11, 3.24, 5.90], [-2.94, 3.58, 6.96], [-0.79, 5.65, 1.70], [0.70, -1.36, -2.78], [4.00, -0.05, 0.16], [0.92, 3.58, -0.51], [-2.74, 0.68, -0.65], [1.10, 1.62, -2.68], [-3.37, -5.12, 1.00], [-1.77, -5.00, -3.80], [2.98, -1.57, 2.10], [-1.79, 0.00, 0.67]],
  "lowdin_charge": [0.154, 0.118, -0.041, -0.218, 0.106, -0.172, 1.510, 0.956, 0.115, 0.122, 0.105, 0.025, 0.051, -0.047, -0.095, -0.479, -0.161, 0.108, 0.007, -0.114, -0.265, 0.103, 0.112, -0.058, -0.055, 0.012, -0.073, 0.119, -0.051, -0.292, 0.022, 1.189, 0.002, 0.827, -0.037, 0.001, 0.123, 0.024, -0.282, -0.218, -0.360, 0.034, -0.210, 0.125, -0.089, -0.085, 0.033, 0.118, -0.522, 0.023, -0.153, 0.100, -0.339, 0.111, 0.119, -0.067, -0.031, -0.200, 0.026, -0.284, 0.124, -0.267, 0.127, 0.111, 0.112, -0.135, 0.028, 0.026, -0.204, -0.026, 0.111, -0.301, -0.042, 0.121, -0.064, 0.111, 0.135, -0.143, 0.119, 0.073, 0.135, -0.015, 0.021, 0.025, 0.116, 0.099]
}

---

(3)
{
  "formula": "C17H13BrN2RhS5",
  "method": "ωB97M-V with the def2-TZVPD basis set",
  "charge": 1,
  "fmax_ev_per_a": 0.73,
  "e_above_lowest_ev": 1.1799,
  "e_tot_ev": -148040.000,
  "gap_ev": [6.1, 6.1],
  "homo_energy_ha": [-0.399, -0.399],
  "elements": ["C", "S", "S", "H", "C", "H", "H", "Br", "C", "C", "N", "Rh", "C", "S", "C", "N", "H", "C", "H", "S", "C", "S", "C", "C", "H", "H", "C", "C", "H", "H", "H", "C", "H", "C", "C", "H", "C", "C", "H"],
  "coordinates": [[4.61, 1.31, -1.42], [0.31, 0.61, -3.83], [-0.75, 3.01, -5.25], [5.07, 1.03, -0.48], [-4.76, -0.84, 0.37], [-0.48, -3.44, 3.30], [3.08, -1.67, 0.55], [-1.50, 1.42, -0.82], [-0.91, -2.73, 2.61], [2.02, 1.91, -2.28], [2.23, 0.05, 1.24], [0.63, 0.35, 0.05], [1.47, 0.69, -2.52], [1.70, -0.75, -1.57], [3.60, 0.30, 2.99], [3.08, -0.99, 1.29], [-4.83, -2.49, 1.71], [-3.94, 0.12, -0.25], [1.98, 1.74, 2.44], [3.18, 2.36, -1.03], [-0.07, -1.82, 1.94], [1.44, 3.22, -3.25], [0.27, 2.31, -4.20], [3.93, -0.87, 2.32], [-4.37, 0.86, -0.90], [4.07, 0.70, 3.87], [-1.96, -0.85, 0.82], [-0.55, -0.89, 1.05], [-5.83, -0.84, 0.19], [0.99, -1.88, 2.16], [5.33, 1.87, -2.03], [-2.81, -1.79, 1.47], [4.29, 0.42, -1.94], [-2.61, 0.08, -0.01], [-4.21, -1.76, 1.22], [-2.91, -3.43, 2.85], [-2.25, -2.73, 2.36], [2.53, 0.83, 2.27], [4.69, -1.60, 2.50]],
  "lowdin_charge": [-0.345, 0.884, 0.637, 0.035, -0.049, 0.114, 0.129, 0.947, -0.057, -1.017, -0.177, 0.589, -1.132, 0.661, -0.023, 0.005, 0.124, -0.097, 0.124, 0.826, -0.091, 0.934, -1.481, -0.054, 0.114, 0.112, -0.212, -0.203, 0.117, 0.081, 0.044, -0.155, 0.020, -0.535, -0.008, 0.124, -0.010, -0.111, 0.134]
}

---

(4)
{
  "formula": "C3H12N3O",
  "method": "ωB97M-V with the def2-TZVPD basis set",
  "charge": 1,
  "fmax_ev_per_a": 0.87,
  "e_above_lowest_ev": 1.7273,
  "e_tot_ev": -9817.086,
  "gap_ev": 10.7,
  "homo_energy_ha": -0.508,
  "elements": ["N", "H", "N", "H", "H", "H", "O", "C", "H", "H", "C", "N", "H", "C", "H", "H", "H", "H", "H"],
  "coordinates": [[0.78, 0.87, 2.49], [-1.40, 0.91, -1.02], [1.94, 0.27, 0.57], [1.58, 0.78, 3.09], [-2.12, -0.64, -2.85], [1.01, 0.14, -1.31], [-1.54, -0.81, -2.11], [1.95, -0.14, -0.84], [-2.67, -1.23, 0.42], [-0.11, 1.05, 2.92], [0.85, 0.60, 1.21], [-1.79, -0.76, 0.22], [0.00, 0.77, 0.57], [-1.98, -0.02, -1.02], [-1.18, -1.53, -0.05], [2.14, -1.21, -0.89], [-3.03, 0.27, -1.13], [2.80, 0.34, 1.09], [2.77, 0.34, -1.37]],
  "lowdin_charge": [0.204, 0.093, 0.030, 0.136, 0.087, 0.084, -0.051, -0.007, 0.076, 0.140, -0.151, 0.014, 0.114, -0.346, 0.080, 0.103, 0.125, 0.167, 0.101]
}

---

(5)
{
  "formula": "C29H37N3O6",
  "method": "ωB97M-V with the def2-TZVPD basis set",
  "charge": 0,
  "fmax_ev_per_a": 0.76,
  "smiles": "C[C@@H](NC(=O)C1(c2ccccc2)CCN(C(=O)OC(C)(C)C)CC1)C(=O)N[C@@H](Cc1ccccc1)C(=O)O",
  "e_tot_ev": -47432.591,
  "gap_ev": 9.9,
  "homo_energy_ha": -0.339,
  "elements": ["C", "H", "H", "H", "C", "H", "O", "H", "C", "H", "C", "H", "C", "C", "H", "H", "H", "C", "C", "C", "C", "C", "H", "H", "H", "H", "H", "O", "H", "C", "H", "H", "C", "H", "H", "O", "C", "N", "H", "N", "H", "C", "C", "O", "H", "C", "H", "C", "H", "C", "C", "H", "C", "H", "C", "H", "H", "C", "H", "H", "H", "O", "C", "H", "C", "O", "H", "C", "H", "H", "C", "C", "C", "H", "N"],
  "coordinates": [[-4.05, 1.55, -3.70], [-0.11, 1.03, -2.10], [0.91, -3.79, 1.79], [1.24, 0.35, 1.59], [4.91, -3.61, 0.88], [-0.04, 0.58, 3.59], [-1.22, 3.87, 0.12], [3.37, -1.81, -2.64], [-4.66, 0.38, 1.23], [-3.00, 4.04, -1.68], [-1.70, 1.96, -3.99], [0.51, -0.97, 4.24], [1.68, -1.77, 1.69], [5.68, -3.36, 2.01], [0.14, 3.84, -3.55], [-5.37, 0.71, 0.48], [-1.15, -2.71, 1.45], [3.20, -0.74, -2.69], [3.11, -2.29, 1.80], [1.45, -0.39, 2.36], [0.26, -0.43, 3.33], [0.30, 3.01, -1.57], [6.68, -3.76, 2.08], [-3.59, 0.05, -1.43], [-2.10, -0.69, -0.82], [5.74, -2.42, 3.93], [-5.04, 2.80, -2.27], [0.30, -2.03, -0.31], [3.02, -0.45, -3.72], [3.88, -2.08, 2.94], [3.49, -1.51, 3.77], [-3.79, -2.59, -0.31], [-4.10, 2.56, -2.75], [2.99, -0.44, 0.03], [-4.94, 1.00, -3.97], [-0.25, 1.88, 0.43], [-2.84, 1.25, -4.32], [2.19, -0.82, -0.46], [1.20, -3.04, 3.35], [0.66, 1.66, -1.94], [-4.10, 1.23, 1.61], [5.16, -2.60, 3.04], [-0.50, 3.73, -2.67], [-2.77, -1.16, 1.59], [3.04, -3.30, -0.09], [1.89, 1.17, -1.71], [-1.17, -3.10, 3.19], [-0.49, 2.99, -0.25], [4.09, -0.22, -2.34], [3.64, -3.08, 0.78], [-0.68, -2.50, 2.41], [-0.77, 1.73, -4.48], [2.01, -0.36, -1.82], [-2.80, 0.46, -5.06], [-1.75, 2.97, -3.04], [-2.56, 0.94, -0.32], [2.34, -0.06, 2.90], [0.81, -2.86, 2.35], [1.08, -0.81, -2.19], [5.30, -4.22, 0.08], [-4.94, -2.37, 1.02], [-1.88, 0.85, 2.17], [1.30, -1.58, 0.21], [-0.76, 4.72, -2.29], [-4.48, -1.89, 0.16], [2.84, 1.85, -1.39], [-5.20, -0.08, 2.06], [-3.71, -0.64, 0.61], [1.24, 3.55, -1.38], [-0.85, 1.75, 1.21], [-2.96, 3.26, -2.42], [-1.84, -0.37, 2.13], [-2.94, -0.05, -0.57], [-5.25, -1.62, -0.55], [-0.86, -1.09, 2.70]],
  "lowdin_charge": [-0.108, 0.137, 0.135, 0.106, -0.071, 0.133, 0.121, 0.079, -0.010, 0.112, -0.055, 0.132, -0.292, -0.089, 0.126, 0.089, 0.116, -0.023, -0.180, -0.068, -0.106, -0.188, 0.102, 0.077, 0.092, 0.104, 0.106, 0.087, 0.084, -0.033, 0.111, 0.089, -0.086, 0.160, 0.102, 0.095, -0.084, 0.121, 0.123, 0.124, 0.080, -0.076, -0.079, 0.042, 0.118, -0.445, 0.132, -0.484, 0.082, -0.031, -0.118, 0.112, -0.259, 0.102, -0.228, 0.073, 0.112, -0.081, 0.144, 0.104, 0.088, 0.053, -0.442, 0.125, -0.015, 0.078, 0.091, -0.549, 0.163, 0.092, -0.036, -0.497, 0.000, 0.088, -0.008]
}

---

(6)
{
  "formula": "C3H5I",
  "method": "ωB97M-V with the def2-TZVPD basis set",
  "charge": 0,
  "fmax_ev_per_a": 3.58,
  "e_above_lowest_ev": 4.4635,
  "e_tot_ev": -11287.565,
  "gap_ev": [8.8, 8.0],
  "homo_energy_ha": [-0.317, -0.322],
  "elements": ["H", "I", "H", "C", "H", "H", "C", "H", "C"],
  "coordinates": [[-0.82, 2.10, 1.48], [-2.74, 0.28, -0.92], [0.92, -0.70, -1.62], [-0.92, 0.47, 0.01], [0.53, 0.92, 1.35], [0.79, -2.28, -0.64], [-0.50, 1.23, 0.99], [1.61, -0.75, 0.08], [1.12, -1.26, -0.73]],
  "lowdin_charge": [0.027, 0.766, -0.020, -0.734, 0.063, -0.002, -0.173, -0.022, 0.095]
}